a:
Formula: C3H11NO4
Source: OMol25
Level of theory: ωB97M-V/def2-TZVPD

Last column: Löwdin charge in e.
Cartesian coordinates (Å):
O1 1.23147 -2.43507 0.54326  0.02
C1 0.73500 -1.29212 0.75445  -0.19
C2 -0.35845 -0.68594 -0.01818  -0.33
C3 -0.29653 -1.00320 -1.46867  -0.25
O2 -1.38010 -0.33912 -2.10657  -0.08
N1 -0.50617 0.82746 0.29389  0.04
H1 1.03980 -0.74652 1.66204  0.13
H2 -1.29509 -1.11415 0.46285  0.18
H3 0.73114 -0.62718 -1.88737  0.15
H4 -0.12552 -2.00645 -1.75182  0.11
H5 -1.25737 -0.43051 -3.10647  0.14
H6 -0.94697 1.20168 -0.58672  0.10
H7 0.41939 1.27252 0.31798  0.03
H8 -2.32690 0.38053 2.99775  0.00
H9 -1.10222 0.91749 2.14540  0.06
O3 -1.43274 0.68663 3.15264  -0.16
H10 2.67407 1.15606 -0.18329  0.04
H11 2.00346 2.26094 -1.07473  0.08
O4 2.19374 1.97694 -0.14643  -0.06

Multiplicity = 1
HOMO-LUMO gap = 10.28 eV
SMILES = N[C@H](C=O)CO.O.O
Highest occupied orbital energy = -0.37464 Eh
Net charge = 0
LUMO level = 0.00312 hartree

b:
Formula: C3H11NO4
Source: OMol25
Level of theory: ωB97M-V/def2-TZVPD

Last column: Löwdin charge in e.
Cartesian coordinates (Å):
C1 -0.03086 0.03519 -1.91866  -0.24
C2 -1.18638 -0.35620 -0.88476  -0.05
C3 -0.62516 0.09122 0.42687  -0.49
O1 -0.96141 1.31249 0.81494  0.14
O2 0.12530 -0.63842 1.09281  0.05
N1 -0.05630 1.47483 -2.05218  0.01
H1 -0.19509 -0.38525 -2.91372  0.12
H2 0.83129 -0.47928 -1.50136  0.08
H3 -1.25516 -1.43386 -0.80334  0.11
H4 -2.01611 0.24199 -1.20105  0.12
H5 -0.52722 1.67025 1.59040  0.11
H6 0.59593 1.92282 -2.65757  0.07
H7 -0.28131 1.97427 -1.21132  0.05
H8 1.65218 -2.43072 -0.49385  0.04
H9 0.33251 -2.36007 -0.03032  0.00
O3 0.84580 -2.95490 -0.60868  -0.07
H10 0.67235 0.64154 2.23553  -0.02
H11 1.85866 0.54910 3.14002  0.04
O4 1.24521 1.19734 2.79597  -0.06

Multiplicity = 1
HOMO-LUMO gap = 10.04 eV
SMILES = NCCC(=O)O.O.O
Highest occupied orbital energy = -0.34684 Eh
Net charge = 0
LUMO level = 0.02202 hartree

Relative energies with respect to the most stable structure, expressed in eV: a 1.494; b 0.000.

a:
Formula: CH4FNO
Source: OMol25
Level of theory: ωB97M-V/def2-TZVPD

Last column: Löwdin charge in e.
Cartesian coordinates (Å):
C1 -0.50914 0.04083 0.21022  -0.48
N1 0.89673 -0.04668 0.45749  0.10
O1 -0.81624 1.05495 -0.60542  0.09
F1 -0.97058 -1.17235 -0.45587  -0.07
H1 -1.09441 0.05517 1.05905  0.13
H2 1.20690 -0.75175 1.02682  0.04
H3 1.44789 -0.19889 -0.45993  0.13
H4 -0.16115 1.01873 -1.23235  0.05

Multiplicity = 1
HOMO-LUMO gap = 11.60 eV
SMILES = N[C@@H](O)F
Highest occupied orbital energy = -0.39284 Eh
Net charge = 0
LUMO level = 0.03338 hartree

b:
Formula: CH4FNO
Source: OMol25
Level of theory: ωB97M-V/def2-TZVPD

Last column: Löwdin charge in e.
Cartesian coordinates (Å):
C1 0.31227 -1.59998 -0.71460  -0.14
N1 -0.51366 1.37402 0.57547  0.04
O1 0.97033 -1.32571 0.25843  -0.03
F1 0.26025 2.38828 -0.06078  -0.16
H1 0.62297 -2.46343 -1.41564  0.10
H2 -0.55167 -1.02108 -1.00966  0.06
H3 -1.18280 1.84180 1.15366  0.06
H4 0.08231 0.80610 1.21311  0.08

Multiplicity = 1
HOMO-LUMO gap = 11.14 eV
SMILES = C=O.NF
Highest occupied orbital energy = -0.37778 Eh
Net charge = 0
LUMO level = 0.03172 hartree

Relative energies with respect to the most stable structure, expressed in eV: a 0.000; b 2.859.

a:
Formula: C2H5N2S
Source: OMol25
Level of theory: ωB97M-V/def2-TZVPD

Last column: Löwdin charge in e.
Cartesian coordinates (Å):
C1 0.00088 -0.83296 0.05066  -0.24
C2 1.42812 0.96375 0.00331  -0.47
N1 0.07485 0.46198 0.06762  -0.03
N2 -0.95066 -1.69374 0.00335  0.21
S1 2.40429 -0.63196 -0.00149  0.86
H1 1.59411 1.51666 -0.92283  0.09
H2 1.69992 1.58191 0.86558  0.09
H3 -0.72987 1.09269 0.08185  0.18
H4 -1.92586 -1.40540 -0.05560  0.16
H5 -0.77078 -2.68834 0.02142  0.15

Multiplicity = 1
HOMO-LUMO gap = 7.69 eV
Highest occupied orbital energy = -0.52568 Eh
Net charge = +1
LUMO level = -0.24292 hartree

b:
Formula: C2H5N2S
Source: OMol25
Level of theory: ωB97M-V/def2-TZVPD

Last column: Löwdin charge in e.
Cartesian coordinates (Å):
C1 -0.03924 0.94457 -0.49226  -0.84
C2 -0.34285 0.14358 0.68207  -0.28
N1 0.97478 1.32953 -1.09648  0.17
N2 0.10653 -1.27411 0.50390  0.25
S1 -1.72784 0.85794 -0.56699  1.03
H1 -0.35489 0.57840 1.60525  0.10
H2 0.77381 2.05343 -1.74255  0.07
H3 -0.61376 -1.89501 0.84889  0.18
H4 1.09771 -1.37753 0.72730  0.20
H5 0.12575 -1.36079 -0.46912  0.13

Multiplicity = 1
HOMO-LUMO gap = 9.58 eV
SMILES = [H]/N=C1\S[C@H]1[NH3+]
Highest occupied orbital energy = -0.52559 Eh
Net charge = +1
LUMO level = -0.17355 hartree

Relative energies with respect to the most stable structure, expressed in eV: a 0.000; b 0.097.

a:
Formula: C5H15N3O
Source: OMol25
Level of theory: ωB97M-V/def2-TZVPD

Last column: Löwdin charge in e.
Cartesian coordinates (Å):
C1 -1.81852 0.34974 0.96749  -0.21
C2 -1.19662 -0.22361 -0.97091  -0.21
C3 -1.47926 0.89888 -1.95291  -0.19
N1 -0.96332 0.52330 1.99324  -0.09
H1 -0.79403 -0.35640 2.47472  0.04
H2 0.15523 1.04417 1.51152  0.06
H3 -2.18494 1.27438 0.53084  0.06
H4 -2.56867 -0.43317 1.05874  0.07
H5 -2.04254 -0.91118 -0.93804  0.04
H6 -0.39854 -0.87986 -1.31194  0.03
H7 -0.61109 1.54886 -2.10844  0.04
H8 -1.79245 0.53326 -2.93865  0.06
H9 -2.28695 1.54826 -1.59989  0.05
C4 1.71939 -1.36270 1.29246  -0.03
N2 1.92436 -0.67190 0.03576  -0.19
C5 1.31434 0.51572 -0.24857  -0.21
O1 1.92791 -1.56750 -1.05946  -0.01
N3 1.08730 1.39504 0.70070  0.08
H10 2.86423 -1.68682 -1.27140  0.11
H11 0.83459 2.29822 0.31645  0.09
H12 1.28197 0.74938 -1.30558  0.13
H13 2.51483 -2.09554 1.42229  0.09
H14 1.76565 -0.62706 2.09291  0.09
H15 0.74712 -1.86346 1.30867  0.09

Multiplicity = 1
HOMO-LUMO gap = 7.37 eV
Highest occupied orbital energy = -0.25123 Eh
Net charge = 0
LUMO level = 0.01955 hartree

b:
Formula: C5H15N3O
Source: OMol25
Level of theory: ωB97M-V/def2-TZVPD

Last column: Löwdin charge in e.
Cartesian coordinates (Å):
C1 -0.53965 2.55865 -0.51021  -0.29
C2 -0.44937 1.04819 -0.07598  -0.20
C3 0.85306 0.52318 0.66925  -0.17
C4 1.69902 -0.60798 -0.12814  -0.18
N1 1.15806 -1.98244 -0.10182  0.00
C5 -0.08702 -2.06407 -0.62004  -0.34
N2 -0.84765 -2.98353 -0.18406  0.07
N3 -0.53487 2.74691 -1.98520  -0.06
H1 0.28134 3.14378 -0.06140  0.09
H2 -1.48685 3.17388 -0.07389  0.14
H3 -1.26231 0.85270 0.84727  0.15
H4 -0.73338 0.38337 -0.84590  0.03
H5 1.52646 1.40038 0.90614  0.10
H6 0.55544 0.20608 1.72328  0.10
H7 1.91143 -0.36713 -1.19368  0.12
H8 2.65329 -0.59367 0.47297  0.12
H9 1.64882 -2.48668 0.52680  0.09
H10 -0.35952 -1.26722 -1.31025  0.11
H11 -1.80930 -3.03791 -0.51590  0.04
H12 -1.06296 2.07223 -2.49497  0.03
H13 0.46318 2.64151 -2.42779  0.11
H14 -0.70415 -1.95250 1.89909  0.02
H15 -1.74004 -2.03917 2.89941  0.03
O1 -1.13302 -1.36857 2.58501  -0.09

Multiplicity = 1
HOMO-LUMO gap = 9.91 eV
SMILES = [H]/N=C/NCCCCN.O
Highest occupied orbital energy = -0.33344 Eh
Net charge = 0
LUMO level = 0.03072 hartree

c:
Formula: C5H15N3O
Source: OMol25
Level of theory: ωB97M-V/def2-TZVPD

Last column: Löwdin charge in e.
Cartesian coordinates (Å):
C1 -2.31771 0.92357 -0.25679  -0.21
C2 -0.49817 -1.16024 0.61686  0.06
C3 -0.87919 1.66944 1.48710  -0.20
N1 -0.95793 1.02520 0.20022  -0.32
H1 -1.24041 2.70916 1.44079  0.07
H2 -2.93171 0.25851 0.38191  0.07
H3 -2.34607 0.52267 -1.27386  0.06
H4 -2.82193 1.90230 -0.27272  0.07
H5 0.03609 -2.07603 0.89317  0.02
H6 -1.21697 -0.95233 1.40408  0.03
H7 -0.96094 -1.33532 -0.34622  0.04
H8 -1.48208 1.15856 2.26089  0.07
H9 0.15403 1.69988 1.84066  0.06
C4 1.58560 -0.33806 -1.04475  -0.41
N2 2.19370 -1.27136 -1.83020  0.17
N3 0.94341 0.70958 -1.56518  0.13
C5 1.53016 -0.54270 0.35347  -0.23
O1 2.33791 -1.58389 0.81545  -0.05
H10 1.87074 -2.05054 1.52364  0.09
H11 2.60313 -2.05856 -1.35278  0.10
H12 1.92239 -1.36979 -2.79441  0.11
H13 0.89229 0.78336 -2.56968  0.09
H14 0.07488 1.04325 -0.89821  0.07
H15 1.50876 0.33332 0.98656  0.11

Multiplicity = 1
HOMO-LUMO gap (alpha / beta) = 7.00 / 7.00 eV
Highest occupied orbital energy (alpha / beta) = -0.23453 / -0.23450 Eh
Net charge = 0
LUMO level (alpha / beta) = 0.02282 / 0.02285 hartree

Relative energies with respect to the most stable structure, expressed in eV: a 3.039; b 0.000; c 2.293.